(1)
Computed, not measured: a cluster of 13 separate species, C46H123N5O18 in total, with ωB97M-V with the def2-TZVPD basis set.

The geometry in XYZ format:
```
192
C46H123N5O18, DFT ωB97M-V with the def2-TZVPD basis set
C -8.795 5.067 4.367
O -8.154 4.071 3.539
C -8.542 2.721 3.799
C -7.710 2.184 5.021
N -6.327 2.005 4.554
C -5.461 1.717 5.715
C -4.009 1.416 5.279
O -3.378 2.561 4.697
C -2.011 2.387 4.280
H -8.458 5.989 3.893
H -8.390 5.094 5.378
H -9.877 4.972 4.273
H -8.304 2.146 2.904
H -9.602 2.495 3.920
H -8.119 1.209 5.287
H -7.736 2.909 5.835
H -6.040 2.848 4.079
H -5.895 0.877 6.258
H -5.332 2.555 6.400
H -3.992 0.568 4.594
H -3.406 1.149 6.146
H -1.711 3.291 3.751
H -1.959 1.636 3.492
H -1.315 2.109 5.072
C 4.440 0.331 1.041
O 4.968 1.347 0.157
C 4.003 2.391 -0.230
C 4.664 3.165 -1.414
N 5.797 3.876 -0.879
C 6.518 4.560 -1.942
C 7.478 5.593 -1.318
O 8.611 4.970 -0.723
C 9.461 5.885 -0.045
H 3.983 0.703 1.958
H 5.276 -0.262 1.412
H 3.737 -0.340 0.547
H 3.736 2.963 0.659
H 3.127 1.891 -0.641
H 3.997 3.845 -1.944
H 4.967 2.426 -2.155
H 6.369 3.218 -0.369
H 5.823 5.068 -2.611
H 7.100 3.871 -2.554
H 6.931 6.237 -0.630
H 7.824 6.242 -2.122
H 9.777 6.659 -0.744
H 10.354 5.329 0.244
H 8.989 6.331 0.830
C -3.051 -1.822 -2.587
O -3.829 -2.937 -2.153
C -4.568 -3.444 -3.269
C -4.958 -4.886 -2.925
N -3.708 -5.714 -2.936
C -3.999 -7.071 -2.535
C -2.789 -7.988 -2.371
O -1.889 -7.568 -1.363
C -0.696 -8.351 -1.205
H -2.301 -2.119 -3.321
H -2.457 -1.516 -1.727
H -3.597 -0.994 -3.041
H -4.017 -3.361 -4.205
H -5.476 -2.855 -3.402
H -5.644 -5.311 -3.657
H -5.416 -4.999 -1.942
H -3.071 -5.252 -2.303
H -4.525 -7.579 -3.343
H -4.644 -7.131 -1.658
H -2.213 -8.078 -3.291
H -3.093 -9.005 -2.121
H -0.949 -9.383 -0.965
H -0.077 -7.905 -0.427
H -0.057 -8.296 -2.087
C 1.498 1.694 -3.518
O 2.627 2.421 -3.881
C 2.337 3.408 -4.859
C 3.561 4.350 -5.063
N 4.607 3.493 -5.640
C 5.923 4.060 -5.615
C 7.040 2.973 -5.614
O 6.832 2.040 -4.560
C 7.839 1.077 -4.470
H 1.715 0.880 -2.826
H 1.136 1.141 -4.384
H 0.749 2.285 -2.990
H 1.517 4.057 -4.553
H 2.048 2.909 -5.784
H 3.831 4.934 -4.182
H 3.249 4.998 -5.882
H 4.659 2.676 -5.048
H 6.045 4.556 -4.652
H 6.039 4.819 -6.388
H 7.988 3.472 -5.417
H 7.037 2.371 -6.523
H 7.885 0.392 -5.316
H 7.583 0.499 -3.582
H 8.852 1.474 -4.400
C 1.853 -1.885 2.842
O 1.643 -2.939 3.793
C 1.218 -4.188 3.249
C 1.624 -5.337 4.187
N 0.923 -5.150 5.458
C 1.297 -6.139 6.431
C 0.143 -6.311 7.435
O -1.062 -6.307 6.643
C -2.276 -6.560 7.351
H 2.305 -2.270 1.928
H 2.610 -1.165 3.152
H 0.958 -1.338 2.548
H 1.740 -4.297 2.298
H 0.140 -4.143 3.094
H 2.707 -5.372 4.299
H 1.274 -6.290 3.790
H -0.022 -5.400 5.203
H 2.218 -5.952 6.984
H 1.443 -7.124 5.989
H -0.007 -5.426 8.055
H 0.241 -7.267 7.949
H -2.233 -7.578 7.739
H -3.126 -6.515 6.670
H -2.410 -5.883 8.195
C 1.716 -5.614 -1.053
C 1.893 -4.167 -0.640
O 1.982 -3.276 -1.760
H 1.432 -6.221 -0.193
H 2.564 -6.082 -1.553
H 0.952 -5.607 -1.830
H 2.699 -3.936 0.057
H 0.976 -3.949 -0.092
H 2.865 -2.951 -1.952
C 1.483 3.462 2.551
C 1.980 2.151 3.216
O 1.416 2.021 4.488
H 0.414 3.605 2.709
H 1.659 3.420 1.476
H 1.959 4.341 2.986
H 3.060 2.059 3.323
H 1.654 1.339 2.567
H 1.734 2.657 5.134
C 0.105 -4.361 -4.964
C 0.958 -3.076 -4.994
O 0.546 -2.196 -4.017
H 0.156 -4.935 -4.039
H 0.456 -5.027 -5.752
H -0.949 -4.232 -5.208
H 1.032 -2.530 -5.935
H 1.988 -3.315 -4.729
H 0.628 -2.713 -3.213
C 0.113 5.468 -2.379
C 1.005 4.766 -1.304
O 1.161 5.611 -0.203
H -0.883 5.684 -1.993
H -0.130 4.888 -3.270
H 0.581 6.415 -2.652
H 1.922 4.522 -1.841
H 0.464 3.844 -1.091
H 2.070 5.457 0.065
C -3.956 2.891 1.400
C -4.049 3.561 0.039
O -2.709 3.844 -0.245
H -3.834 3.732 2.083
H -3.118 2.226 1.607
H -4.910 2.437 1.669
H -4.604 4.495 0.117
H -4.577 2.948 -0.691
H -2.288 4.334 0.465
C -0.206 1.072 0.277
C 0.026 -0.264 -0.443
O 1.190 -0.913 -0.042
H 0.735 1.620 0.251
H -0.295 0.891 1.348
H -0.993 1.694 -0.150
H 0.170 -0.105 -1.511
H -0.849 -0.882 -0.240
H 1.330 -1.701 -0.571
C -3.650 1.665 -4.658
C -3.502 2.514 -3.432
O -2.792 1.799 -2.463
H -2.686 1.526 -5.148
H -4.367 2.113 -5.346
H -4.057 0.683 -4.418
H -4.467 2.808 -3.019
H -2.991 3.460 -3.615
H -2.638 2.464 -1.788
C -3.646 -0.841 1.037
C -3.058 -1.502 2.263
O -4.026 -2.325 2.833
H -3.912 -1.650 0.357
H -2.937 -0.241 0.465
H -4.517 -0.228 1.268
H -2.762 -0.738 2.983
H -2.151 -2.021 1.955
H -4.744 -1.740 3.088
```

Lowest unoccupied orbital energy (spin up / spin down): -2.252 / -7.420 eV
Spin multiplicity: 2
Relative energy (zero: lowest compared OMol25 entry of this formula, charge and spin): 0.00 kcal/mol
⟨S²⟩: 0.754
Total charge: +1

(2)
Computed, not measured: a structure of composition C24H16IrN6O7, with ωB97M-V with the def2-TZVPD basis set.

The geometry in XYZ format:
```
54
C24H16IrN6O7, DFT ωB97M-V with the def2-TZVPD basis set
Ir 0.095 0.144 -0.083
O 0.320 3.051 5.279
C 0.275 2.481 4.232
C -0.986 2.071 3.465
O -2.126 2.272 3.801
C -0.490 1.400 2.256
C 0.865 1.402 2.197
O 1.508 0.882 1.169
C 1.468 2.025 3.382
O 2.631 2.161 3.663
O -1.228 0.933 1.272
N -1.306 -3.476 1.756
C -0.747 -3.156 2.965
C -0.101 -1.971 2.770
N -0.251 -1.586 1.471
C -0.987 -2.495 0.885
C -1.417 -2.340 -0.469
N -1.098 -1.251 -1.130
C -1.534 -1.405 -2.417
C -2.157 -2.610 -2.523
N -2.074 -3.192 -1.281
H -1.878 -4.286 1.586
H -0.865 -3.776 3.835
H 0.456 -1.382 3.478
H -1.396 -0.649 -3.171
H -2.636 -3.095 -3.354
H -2.417 -4.107 -1.041
O 7.140 -3.568 -1.238
C 5.954 -3.728 -0.631
O 5.771 -4.654 0.104
C 4.865 -2.722 -0.910
C 3.655 -2.930 -0.255
C 2.597 -2.066 -0.442
C 2.721 -0.986 -1.311
C 3.934 -0.755 -1.950
C 4.996 -1.621 -1.747
N 1.594 -0.146 -1.494
C 1.475 0.619 -2.515
C 0.377 1.562 -2.520
C 0.110 2.458 -3.540
C -0.983 3.301 -3.427
C -1.787 3.212 -2.301
C -1.479 2.293 -1.314
N -0.412 1.496 -1.428
H 7.173 -2.781 -1.791
H 3.576 -3.777 0.412
H 1.669 -2.216 0.089
H 4.079 0.116 -2.574
H 5.925 -1.396 -2.255
H 2.183 0.602 -3.335
H 0.759 2.488 -4.405
H -1.207 4.016 -4.206
H -2.648 3.851 -2.173
H -2.051 2.184 -0.401
```

Lowest unoccupied orbital energy: -4.738 eV
Relative energy (zero: lowest compared OMol25 entry of this formula, charge and spin): 0.00 kcal/mol
Total charge: +1

(3)
Computed, not measured: a structure of composition C32H48AlF3N5O4S, with ωB97M-V with the def2-TZVPD basis set.

The geometry in XYZ format:
```
94
C32H48AlF3N5O4S, DFT ωB97M-V with the def2-TZVPD basis set
C -5.943 1.202 1.250
C -5.105 1.630 0.027
C -3.945 0.691 -0.192
O -3.141 1.087 -1.292
C -2.037 1.878 -0.917
O -2.302 2.955 -0.080
Al -0.862 3.159 1.010
C -0.130 5.000 1.354
C 1.154 4.816 2.195
O 1.156 5.577 3.411
C 0.316 5.054 4.382
C 0.982 4.039 5.290
F 2.210 4.364 5.614
F 0.279 3.986 6.435
F 0.987 2.822 4.822
O 0.158 2.136 -0.126
C -0.811 1.148 -0.351
C -0.346 -0.127 -1.019
S -0.836 -1.585 -0.041
C -0.055 -1.315 1.567
C -0.874 -2.106 2.599
H -6.005 2.019 1.961
H -5.531 0.343 1.771
H -6.966 0.984 0.969
H -5.756 1.580 -0.841
H -4.791 2.655 0.149
H -3.365 0.531 0.714
H -4.369 -0.279 -0.457
H -1.736 2.368 -1.854
H -0.807 2.335 2.390
H 0.198 5.458 0.428
H -0.807 5.654 1.892
H 1.320 3.764 2.439
H 2.016 5.112 1.613
H 0.029 5.876 5.030
H -0.601 4.611 3.994
H -1.131 0.894 0.677
H -0.708 -0.230 -2.032
H 0.734 -0.131 -1.075
H -0.040 -0.272 1.866
H 0.981 -1.648 1.572
H -0.866 -1.622 3.567
H -1.904 -2.105 2.265
H -0.504 -3.124 2.630
N -1.483 7.725 -0.862
C -0.529 8.628 -1.238
C -0.746 9.787 -0.540
C -1.874 9.570 0.295
C -2.303 8.287 0.074
H -1.567 6.788 -1.215
H 0.219 8.370 -1.968
H -0.160 10.688 -0.617
H -2.318 10.273 0.981
H -3.118 7.728 0.501
N 4.602 -3.020 1.487
C 5.526 -2.100 1.054
C 5.337 -0.949 1.767
C 4.262 -1.178 2.667
C 3.834 -2.463 2.473
H 4.501 -3.957 1.141
H 6.235 -2.345 0.280
H 5.905 -0.041 1.657
H 3.851 -0.479 3.375
H 3.049 -3.028 2.947
N 5.163 -4.039 -1.936
C 6.265 -4.121 -2.742
C 5.876 -4.675 -3.931
C 4.479 -4.933 -3.839
C 4.071 -4.526 -2.596
H 5.158 -3.673 -1.001
H 7.228 -3.780 -2.401
H 6.517 -4.874 -4.774
H 3.849 -5.365 -4.599
H 3.101 -4.540 -2.128
N -7.120 -0.793 -1.854
C -8.376 -0.516 -2.317
C -9.223 -1.481 -1.841
C -8.446 -2.374 -1.055
C -7.154 -1.919 -1.082
H -6.296 -0.250 -2.049
H -8.557 0.341 -2.943
H -10.282 -1.540 -2.033
H -8.795 -3.247 -0.530
H -6.258 -2.299 -0.619
N 5.314 -7.970 -3.364
C 4.424 -8.946 -3.019
C 5.054 -10.158 -3.141
C 6.381 -9.899 -3.574
C 6.509 -8.539 -3.700
H 5.120 -6.977 -3.371
H 3.421 -8.696 -2.717
H 4.613 -11.120 -2.941
H 7.152 -10.626 -3.771
H 7.345 -7.931 -4.000
```

Lowest unoccupied orbital energy: 1.919 eV
Total charge: -1

(4)
Computed, not measured: a cluster of 6 separate species, C24H27Cl4F3O3 in total, with ωB97M-V with the def2-TZVPD basis set.

The geometry in XYZ format:
```
61
C24H27Cl4F3O3, DFT ωB97M-V with the def2-TZVPD basis set
C -1.741 -1.519 -8.817
Cl -3.228 -1.877 -9.725
Cl -1.957 -1.104 -7.135
H -1.048 -2.356 -8.903
H -1.255 -0.745 -9.412
C 7.214 4.140 -8.653
Cl 6.627 4.242 -6.998
Cl 6.273 2.891 -9.529
H 7.276 5.109 -9.150
H 8.267 3.904 -8.807
C 3.161 1.216 0.649
C 1.701 1.851 0.549
O 1.020 1.506 1.732
C 1.243 2.143 2.936
O 1.884 3.198 3.051
O 0.678 1.461 3.907
C 0.709 2.018 5.270
H 3.797 1.665 1.411
H 3.723 1.303 -0.281
H 3.060 0.142 0.808
H 1.151 1.499 -0.323
H 1.784 2.938 0.515
H -0.087 1.572 5.866
H 0.883 3.090 5.355
H 1.554 1.471 5.688
F 4.044 -6.588 -1.097
C 3.228 -6.205 -0.046
C 3.516 -6.581 1.245
C 2.658 -6.198 2.264
C 1.529 -5.430 1.960
C 1.168 -5.051 0.662
C 2.081 -5.457 -0.331
H 4.442 -7.131 1.319
H 2.885 -6.393 3.302
H 0.899 -5.172 2.799
H 0.304 -4.456 0.408
H 1.983 -5.134 -1.357
F -2.444 6.373 -3.784
C -1.779 7.030 -4.677
C -1.591 8.384 -4.477
C -0.897 9.098 -5.435
C -0.462 8.418 -6.580
C -0.668 7.041 -6.773
C -1.373 6.385 -5.823
H -1.880 8.895 -3.570
H -0.856 10.177 -5.437
H -0.027 8.983 -7.391
H -0.350 6.598 -7.705
H -1.636 5.340 -5.894
F -5.370 -7.861 8.597
C -5.516 -6.569 8.778
C -4.616 -5.729 8.076
C -4.746 -4.343 8.193
C -5.768 -3.836 9.005
C -6.691 -4.711 9.691
C -6.502 -6.084 9.559
H -3.786 -6.067 7.472
H -4.013 -3.684 7.750
H -5.860 -2.765 8.896
H -7.421 -4.261 10.347
H -7.172 -6.774 10.049
```

SMILES string: CCOC(=O)OC.Fc1ccccc1.Fc1ccccc1.Fc1ccccc1.ClCCl.ClCCl
Lowest unoccupied orbital energy: 0.529 eV

Max |F| per entry: 0.0876; 0.0393; 0.0447; 0.0669 hartree/bohr